Record 1
Computed, not measured: a molecular structure, C24H72CrO16S at a distorted geometry, with wB97M-V/def2-TZVPD.

Last column: Löwdin spin population.
Atoms and positions in Å:
Cr 0.604 -1.905 -1.405  3.745
S -0.236 0.151 0.181  0.011
O 3.137 1.593 -0.763  0.000
O 0.326 0.550 1.452  0.003
O 0.094 -4.023 -1.809  0.047
O 0.153 1.505 3.939  0.000
O -1.435 0.888 -0.207  0.003
O -0.475 -1.338 0.230  0.014
O -1.000 -1.365 -2.756  0.031
O 0.734 0.122 -0.942  0.048
O 2.631 -0.631 1.980  0.001
O 2.182 -2.323 -0.038  0.031
O -0.903 -2.752 2.454  0.000
O -2.990 0.379 -2.276  0.001
O -3.572 1.184 1.542  0.000
O 0.749 2.829 -4.906  0.000
O 1.866 -2.209 -3.071  0.026
O -1.941 3.543 -0.334  0.000
C -3.711 1.498 -2.813  0.000
C 3.743 3.761 0.131  0.000
C 0.287 2.439 -3.602  0.000
C 2.913 2.491 0.327  0.000
C 3.355 -0.328 3.148  0.000
C -1.469 2.219 5.591  0.000
C 1.988 -1.294 -4.176  0.003
C -1.026 5.615 0.492  0.000
C -1.926 -4.370 -0.469  0.001
C -1.378 -2.023 -3.987  0.004
C -0.106 -3.462 4.576  0.000
C -0.418 -4.547 -0.555  0.008
C 3.027 -0.222 -3.869  0.001
C -3.773 -0.109 2.126  0.000
C -1.217 4.142 0.723  0.000
C 3.324 -3.187 -0.126  0.004
C 4.492 -2.354 -0.646  0.001
C 0.145 -2.547 3.398  0.000
C 4.831 -0.619 2.944  0.000
C -4.873 0.006 3.182  0.000
C 0.851 3.379 -2.565  0.000
C -2.756 -2.661 -3.834  0.001
C -1.196 1.391 4.371  0.000
C -4.876 1.870 -1.938  0.000
H -2.411 -4.821 -1.340  0.000
H 0.056 -4.019 0.272  0.002
H 5.342 -0.354 3.875  0.000
H -0.933 1.824 6.454  0.000
H -4.538 0.644 4.000  0.000
H 1.761 -0.161 1.988  0.000
H 2.320 -1.847 -5.058  0.000
H -2.672 -3.553 -3.220  0.000
H 5.062 -1.668 2.750  0.000
H -0.832 -2.067 1.742  0.000
H 3.049 -3.971 -0.835  0.000
H -4.500 2.420 -1.073  0.000
H 5.320 -0.006 2.184  0.000
H -2.504 0.709 -1.490  0.000
H 5.391 -2.977 -0.691  0.000
H 1.134 -2.762 2.979  0.000
H 3.212 0.702 3.489  0.000
H 3.165 0.437 -4.729  0.000
H -2.828 -0.481 2.527  0.000
H 0.423 3.160 -1.587  0.000
H -1.803 2.579 -0.243  0.000
H 0.144 -1.495 3.705  0.000
H 1.053 -0.806 -4.447  0.000
H -0.225 -5.620 -0.490  0.001
H -0.628 -2.741 -4.314  0.000
H -5.530 2.604 -2.423  0.000
H -0.244 -4.499 4.269  0.000
H 1.850 2.739 0.307  0.000
H 0.768 -3.362 5.227  0.000
H -2.825 1.058 0.930  0.000
H 3.376 4.262 -0.764  0.000
H -4.006 1.208 -3.823  0.000
H 0.453 2.112 -5.477  0.000
H -1.750 -0.725 -2.642  0.001
H -0.059 -4.667 -2.507  0.004
H -5.754 0.449 2.724  0.000
H -0.277 3.653 1.010  0.000
H -1.189 3.265 5.470  0.000
H -0.330 5.807 -0.329  0.000
H -1.809 4.001 1.643  0.000
H 3.503 -3.594 0.872  0.000
H 2.761 0.439 -3.043  0.000
H -1.499 -1.245 -4.748  0.000
H 3.176 2.014 1.274  0.000
H -1.404 0.337 4.631  0.000
H -1.829 1.633 3.508  0.000
H -2.544 2.080 5.739  0.000
H 4.290 -1.954 -1.637  0.000
H -1.944 6.146 0.231  0.000
H -3.058 2.373 -2.881  0.000
H -3.404 -1.906 -3.394  0.000
H -2.238 -4.960 0.395  0.000
H 4.725 -1.497 -0.014  0.000
H 2.456 -2.945 -3.255  0.002
H -0.803 2.526 -3.569  0.000
H 1.933 3.488 -2.571  0.000
H -2.255 -3.334 -0.444  0.000
H -5.544 1.051 -1.676  0.000
H 0.593 1.427 -3.321  0.000
H 4.815 3.573 0.115  0.000
H 3.577 4.463 0.953  0.000
H 0.195 1.127 3.036  0.000
H 2.301 -1.737 0.750  0.001
H -4.129 -0.787 1.340  0.000
H -3.131 -2.946 -4.818  0.000
H 3.007 -0.918 4.009  0.000
H -0.650 6.117 1.385  0.000
H 2.276 1.168 -0.935  0.000
H -5.047 -1.002 3.558  0.000
H 4.004 -0.644 -3.629  0.000
H 0.465 4.383 -2.779  0.000
H -0.988 -3.195 5.159  0.000

Summary:
maximum force = 0.05175 Eh/bohr
calculated total energy = -98073.551 eV
2S+1 = 5
orbital gap (alpha / beta) = 7.0287 / 8.4005 eV

Record 2
Computed, not measured: 7 unconnected molecules or ions with the total composition C24H72F6N6O6P at a distorted geometry, with wB97M-V/def2-TZVPD.

Last column: Löwdin charge in e.
Atoms and positions in Å:
P 1.157 -0.727 -0.429  0.227
F 2.604 -0.228 0.193  -0.177
F -0.293 -1.193 -1.017  -0.166
F 0.502 0.564 0.239  -0.154
F 0.863 -1.665 0.908  -0.200
F 1.467 0.225 -1.750  -0.183
F 1.821 -2.036 -1.087  -0.142
O -2.520 2.977 -3.988  -0.233
O 1.040 4.931 1.871  -0.197
O -2.972 -5.549 0.742  -0.232
O 2.240 1.318 -5.294  -0.227
O 0.326 -1.877 4.237  -0.225
O -4.348 1.246 4.722  -0.243
N 3.014 -1.401 3.179  0.245
N -3.303 0.810 -3.113  0.229
N 3.473 -0.707 -3.855  0.221
N 3.322 5.342 0.714  0.244
N -0.577 -4.284 1.158  0.227
N -4.831 -0.048 2.557  0.223
C -1.532 2.559 -3.070  -0.146
C 2.940 0.441 -6.132  -0.178
C -4.506 2.332 5.750  0.036
C 0.114 4.569 2.938  -0.029
C 1.923 0.632 4.064  -0.025
C 4.106 -0.239 -5.289  -0.210
C 1.486 -1.690 5.111  -0.168
C -1.887 -6.092 0.022  -0.178
C -1.713 0.983 -3.016  -0.218
C -3.403 -0.129 3.061  -0.292
C -0.574 -2.815 4.892  -0.060
C -3.990 -6.472 1.190  -0.032
C 1.604 2.441 -5.957  -0.035
C 4.792 -1.403 -6.019  -0.025
C -0.964 0.291 -4.168  -0.018
C -3.187 1.200 3.875  -0.158
C -2.379 -0.400 1.943  -0.031
C 2.463 4.195 0.123  -0.262
C 2.491 -0.738 4.501  -0.248
C 0.465 -5.306 -0.867  -0.018
C -0.874 -4.956 -0.229  -0.258
C 1.570 3.742 1.309  -0.200
C 3.295 3.163 -0.642  -0.017
C -2.727 4.381 -4.233  -0.003
H -2.196 -6.437 -0.975  0.155
H 0.011 -4.836 1.789  0.173
H -0.538 2.688 -3.466  0.111
H -0.252 -3.320 1.131  0.111
H 0.299 -6.143 -1.545  0.100
H -5.134 -0.967 2.208  0.183
H 5.064 -1.063 -7.004  0.099
H -1.341 0.543 -5.157  0.105
H 3.426 -0.758 2.512  0.146
H -3.143 2.048 3.202  0.123
H -4.143 1.961 6.689  0.093
H 0.878 3.012 0.862  0.125
H -0.885 -2.509 5.884  0.099
H 0.074 5.440 3.571  0.104
H 1.151 0.458 3.318  0.073
H 0.988 2.910 -5.202  0.067
H 2.276 -0.315 -6.566  0.143
H 4.805 0.528 -4.974  0.145
H 0.746 -4.482 -1.525  0.075
H 2.732 1.310 3.786  0.087
H 3.901 2.532 -0.009  0.086
H -4.452 -7.006 0.364  0.100
H 2.177 3.226 2.068  0.125
H 2.779 5.824 1.423  0.152
H 3.701 -2.122 3.382  0.176
H -1.411 0.607 -2.051  0.102
H -4.065 3.238 5.354  0.094
H -0.836 4.266 2.481  0.095
H 1.786 4.739 -0.534  0.154
H 1.241 -5.631 -0.155  0.105
H 5.688 -1.741 -5.497  0.095
H -2.219 1.067 4.410  0.144
H -1.464 -0.657 2.469  0.065
H -4.686 -5.820 1.710  0.096
H -1.422 -2.884 4.203  0.079
H 1.437 1.064 4.929  0.096
H 3.467 6.065 0.021  0.174
H 1.129 -1.277 6.052  0.149
H -2.970 4.900 -3.319  0.093
H 0.034 0.696 -4.080  0.059
H -2.756 -1.206 1.330  0.078
H 3.927 3.686 -1.371  0.100
H -1.815 4.880 -4.489  0.090
H -1.408 -4.154 -0.742  0.147
H 2.202 -1.832 2.759  0.113
H 4.221 -1.094 -3.269  0.164
H -4.953 0.659 1.824  0.179
H -3.499 4.370 -5.005  0.121
H 3.320 -0.719 5.238  0.175
H -1.698 2.964 -2.093  0.124
H 0.553 3.764 3.543  0.083
H -5.588 2.334 5.812  0.102
H -3.579 -0.005 -3.647  0.162
H -5.324 0.252 3.415  0.161
H -3.402 -0.934 3.800  0.153
H -0.075 -3.755 5.092  0.094
H 3.529 0.879 -6.925  0.140
H 2.052 -2.605 5.310  0.143
H -3.524 -7.261 1.812  0.109
H -1.490 -4.327 1.574  0.120
H -2.095 0.471 1.353  0.079
H -1.454 -6.925 0.562  0.143
H -1.136 -0.763 -4.139  0.082
H -3.491 1.722 -3.599  0.134
H 3.008 0.072 -3.388  0.107
H -3.765 0.783 -2.205  0.156
H 4.123 -2.275 -6.163  0.104
H 2.609 2.566 -1.236  0.069
H 2.772 -1.455 -3.985  0.164
H 4.253 5.083 1.031  0.180
H 1.052 2.086 -6.828  0.108
H 2.303 3.192 -6.275  0.096

Summary:
charge = +5
maximum force = 0.04552 Eh/bohr
calculated total energy = -72830.991 eV
2S+1 = 1
orbital gap = 9.3809 eV